ORCA calculation (ωB97M-V/def2-TZVPD) on one molecule with the formula C6H12O at a distorted geometry.

XYZ file:
```
19
Properties=species:S:1:pos:R:3:forces:R:3
C -1.647 0.379 -1.487 -0.29 0.09 0.15
C -1.382 0.067 -0.222 -0.51 -0.04 -0.35
C -1.862 -1.166 0.487 -0.17 -0.05 0.03
O -0.467 0.808 0.493 -0.07 -0.08 -0.10
C 0.789 0.198 0.118 0.33 -0.11 -0.16
C 1.467 -0.427 1.329 0.04 0.01 0.00
C 1.634 1.206 -0.625 0.11 0.09 -0.06
H -1.257 1.294 -1.920 -0.04 -0.15 0.02
H -2.234 -0.289 -2.105 -0.14 0.15 0.06
H -2.787 -0.930 1.018 -0.01 -0.13 0.04
H -1.137 -1.511 1.233 -0.15 0.12 -0.25
H -2.052 -1.977 -0.221 -0.11 0.12 0.11
H 0.476 -0.533 -0.649 0.87 -0.29 0.61
H 2.337 -1.012 1.013 -0.08 0.10 0.04
H 1.805 0.347 2.027 -0.04 -0.05 -0.13
H 0.790 -1.090 1.877 0.13 0.13 -0.16
H 1.796 2.114 -0.038 0.02 -0.12 0.00
H 1.128 1.476 -1.558 0.15 0.05 0.15
H 2.597 0.749 -0.872 -0.03 0.16 -0.01
```
Positions in Å, forces in eV/Å.

Values from the calculation:
* Kohn-Sham gap: 0.375 Eh
* energy: -8462.89498 eV
* LUMO energy: 0.0376 Ha
* HOMO: -9.19 eV
* SMILES string: C=C(C)OC(C)C
* energy relative to the best compared isomer or geometry (same formula, charge and spin): 33.6 kcal per mole

Results of the Mulliken charge analysis, in e, for atoms 1 through 8:
1 C -0.7908
2 C 0.5697
3 C -0.9174
4 O -0.4444
5 C 0.4000
6 C -1.2442
7 C -1.3015
8 H 0.2916

ORCA calculation (ωB97M-V/def2-TZVPD) on C52H72ClN4O5PbS as an isolated structure.

XYZ file:
```
136
Properties=species:S:1:pos:R:3:forces:R:3
Pb -1.193 -0.140 1.852 -0.25 0.02 -0.06
C 0.908 1.122 4.322 -0.01 -0.06 -0.09
N 0.098 1.654 3.215 0.19 0.10 0.06
C -0.887 2.614 3.731 -0.02 -0.12 -0.01
C 0.927 2.321 2.195 -0.03 -0.07 0.03
C 1.758 1.333 1.403 -0.10 0.08 0.01
N 0.926 0.393 0.623 0.13 0.10 0.22
C 0.611 0.884 -0.743 0.19 0.20 -0.06
C 0.170 2.314 -0.914 0.05 -0.05 -0.06
C 1.120 3.249 -1.268 -0.01 0.02 0.03
C 0.775 4.577 -1.501 -0.10 -0.01 -0.02
C -0.570 4.884 -1.425 0.10 -0.02 -0.01
C -1.598 3.981 -1.094 -0.15 0.10 -0.02
C -1.184 2.680 -0.803 0.16 -0.14 -0.24
O -1.939 1.655 -0.209 -0.19 -0.05 0.30
C -3.007 4.617 -1.133 -0.04 -0.01 0.08
C -4.181 3.707 -0.782 0.12 -0.11 0.11
C -3.052 5.793 -0.141 0.04 0.00 0.00
C -3.265 5.124 -2.564 0.00 -0.02 0.02
C 1.850 5.598 -1.859 0.03 0.04 -0.08
C 2.885 5.665 -0.726 -0.04 0.01 0.01
C 1.275 7.001 -2.066 0.01 -0.07 0.03
C 2.538 5.160 -3.162 -0.04 -0.01 0.04
C 1.675 -0.888 0.439 -0.19 -0.12 0.11
C 2.105 -1.571 1.703 0.08 -0.10 -0.11
C 3.454 -1.667 1.998 -0.05 0.01 0.00
C 3.903 -2.385 3.101 0.01 -0.03 0.01
C 2.936 -3.058 3.834 0.03 0.06 -0.01
C 1.562 -3.004 3.577 -0.04 -0.04 0.08
C 1.137 -2.187 2.517 0.01 0.17 0.06
O -0.159 -1.965 2.235 0.09 -0.34 0.00
C 0.666 -3.865 4.484 -0.06 -0.01 0.04
C 1.121 -5.331 4.367 0.02 0.04 0.02
C 0.820 -3.401 5.941 -0.02 -0.03 -0.03
C -0.831 -3.846 4.149 0.10 0.09 -0.04
C 5.393 -2.441 3.430 0.05 -0.02 -0.01
C 5.669 -3.198 4.731 -0.03 0.01 -0.04
C 6.138 -3.151 2.290 -0.02 0.00 0.02
C 5.936 -1.013 3.583 -0.04 0.00 0.01
H 1.487 1.919 4.802 0.00 0.01 0.01
H 1.591 0.349 3.969 -0.01 0.00 0.00
H 0.252 0.671 5.066 -0.02 0.01 -0.01
H -0.395 3.488 4.170 0.00 0.01 0.00
H -1.498 2.140 4.499 -0.01 0.00 -0.01
H -1.538 2.949 2.921 0.01 0.00 0.00
H 1.593 3.058 2.663 -0.03 0.02 0.03
H 0.256 2.861 1.524 0.01 0.06 0.03
H 2.367 0.741 2.083 0.06 0.04 -0.02
H 2.442 1.882 0.749 0.03 -0.01 -0.06
H -0.138 0.212 -1.130 0.07 -0.03 -0.03
H 1.512 0.764 -1.356 0.07 -0.02 0.02
H 2.153 2.933 -1.363 -0.02 -0.03 -0.02
H -0.861 5.901 -1.634 -0.04 -0.01 -0.01
H -4.072 3.258 0.208 -0.01 -0.02 -0.03
H -4.314 2.924 -1.524 -0.03 -0.02 0.00
H -5.094 4.304 -0.770 0.02 0.00 0.01
H -2.900 5.437 0.881 -0.01 0.02 -0.01
H -4.031 6.273 -0.191 0.01 -0.01 0.01
H -2.301 6.555 -0.347 -0.01 -0.01 0.00
H -3.208 4.296 -3.275 -0.01 0.03 0.00
H -2.557 5.890 -2.880 0.00 -0.01 0.02
H -4.268 5.552 -2.624 0.02 0.00 0.01
H 2.422 6.025 0.196 0.02 -0.02 -0.01
H 3.687 6.355 -0.995 0.00 -0.02 0.01
H 3.334 4.690 -0.525 0.00 0.03 -0.02
H 0.783 7.371 -1.164 -0.01 0.01 -0.03
H 0.564 7.027 -2.895 0.00 0.02 0.02
H 2.087 7.688 -2.307 -0.02 0.01 0.01
H 3.070 4.215 -3.041 -0.01 0.01 -0.01
H 3.262 5.915 -3.476 0.01 -0.03 0.02
H 1.803 5.037 -3.960 0.03 0.01 -0.01
H 2.566 -0.679 -0.164 -0.01 0.03 -0.06
H 1.023 -1.551 -0.137 0.09 0.09 0.03
H 4.162 -1.173 1.339 0.00 -0.01 0.02
H 3.263 -3.669 4.664 -0.02 0.03 0.01
H 2.162 -5.464 4.661 -0.03 -0.02 -0.01
H 1.012 -5.684 3.339 0.00 -0.01 0.01
H 0.507 -5.961 5.014 0.01 0.00 -0.01
H 1.842 -3.524 6.302 -0.02 0.03 0.00
H 0.162 -3.984 6.589 0.03 0.01 0.01
H 0.547 -2.347 6.041 0.01 -0.01 0.01
H -1.004 -4.143 3.114 0.01 0.00 0.06
H -1.275 -2.863 4.300 -0.02 -0.02 -0.03
H -1.341 -4.556 4.803 0.00 0.00 0.00
H 5.397 -4.252 4.648 -0.01 0.02 0.03
H 5.127 -2.760 5.573 0.02 -0.02 0.00
H 6.735 -3.149 4.958 -0.01 -0.01 0.00
H 5.751 -4.163 2.154 0.02 0.01 -0.01
H 7.204 -3.222 2.519 -0.01 0.02 -0.02
H 6.029 -2.616 1.345 0.01 -0.01 0.02
H 5.402 -0.483 4.376 0.03 0.00 -0.01
H 5.832 -0.440 2.660 0.00 0.00 0.02
H 6.997 -1.036 3.844 -0.01 0.00 -0.02
Cl -0.143 -6.870 -1.951 0.03 -0.01 0.01
C -0.496 -5.225 -1.567 0.03 0.12 0.01
C -0.031 -4.205 -2.381 0.00 -0.04 0.01
C -0.349 -2.890 -2.071 0.06 0.03 -0.07
C -1.149 -2.585 -0.981 -0.07 -0.24 -0.35
O -1.485 -1.267 -0.780 -0.23 0.07 0.36
C -1.600 -3.610 -0.144 -0.09 -0.08 -0.03
C -2.480 -3.443 1.038 0.11 -0.12 0.05
O -2.999 -2.418 1.412 -0.02 0.23 -0.02
C -1.247 -4.922 -0.445 -0.05 -0.07 0.09
H 0.567 -4.435 -3.253 0.02 -0.01 0.04
H 0.036 -2.082 -2.682 -0.05 -0.01 -0.01
H -2.652 -4.378 1.598 -0.02 0.00 -0.08
H -1.586 -5.722 0.203 -0.02 0.01 -0.03
C -0.310 -0.638 -5.452 -0.10 0.03 -0.01
C -1.402 0.313 -4.965 0.14 0.00 0.02
C -1.482 0.392 -3.442 -0.11 0.01 0.00
N -2.394 -0.628 -2.948 0.21 -0.22 0.20
C -2.644 -0.788 -1.579 -0.16 0.36 -0.23
S -3.236 0.737 -0.738 0.04 0.32 -0.46
N -3.797 -1.591 -1.316 -0.04 -0.05 0.12
C -4.305 -2.690 -2.035 0.11 -0.03 0.02
O -4.700 -3.648 -1.413 0.02 0.02 -0.02
C -4.390 -2.615 -3.519 -0.12 -0.06 -0.02
C -4.953 -1.511 -4.153 -0.04 -0.03 -0.01
C -5.078 -1.505 -5.532 -0.04 0.02 0.02
C -4.627 -2.587 -6.279 0.01 -0.01 0.00
C -4.079 -3.694 -5.645 0.01 -0.01 0.00
C -3.975 -3.715 -4.262 0.04 0.01 0.07
H -0.282 -0.669 -6.541 0.02 -0.05 0.02
H -0.473 -1.661 -5.099 0.00 0.00 -0.01
H 0.670 -0.307 -5.102 0.00 -0.04 0.00
H -2.375 -0.002 -5.348 -0.02 0.09 -0.02
H -1.205 1.313 -5.356 -0.01 -0.02 -0.02
H -1.867 1.365 -3.132 -0.03 0.04 0.06
H -0.476 0.284 -3.025 0.08 0.07 -0.06
H -2.279 -1.510 -3.433 -0.08 -0.01 0.02
H -3.917 -1.733 -0.316 0.07 -0.14 -0.01
H -5.305 -0.674 -3.563 0.05 0.02 -0.02
H -5.539 -0.658 -6.026 0.03 -0.01 0.00
H -4.716 -2.571 -7.358 -0.01 -0.01 0.01
H -3.754 -4.549 -6.223 0.02 0.03 0.00
H -3.576 -4.579 -3.743 -0.02 0.00 -0.03
```
Positions in Å, forces in eV/Å.

Values from the calculation:
* Kohn-Sham gap: 0.269 Eh
* total charge: +1
* energy: -99892.36300 eV
* LUMO energy: -0.0984 Ha
* HOMO: -9.99 eV

Results of the Mulliken charge analysis, in e, for atoms 1 through 8:
1 Pb 1.9843
2 C -0.9996
3 N 0.7271
4 C -0.9724
5 C -1.0618
6 C -0.6429
7 N 1.8770
8 C -1.3188

ORCA calculation (ωB97M-V/def2-TZVPD) on a 12-piece molecular cluster, C4H32N2O13 overall at a distorted geometry.

XYZ file:
```
51
Properties=species:S:1:pos:R:3:forces:R:3
C -0.891 -1.093 2.028 -2.21 -1.69 2.23
O -1.674 -0.732 3.191 1.09 0.23 -1.03
C -0.335 0.169 1.405 0.15 0.21 -0.56
C 0.834 -0.216 0.405 -0.82 -0.23 0.14
C 1.570 1.090 0.188 3.31 0.72 -1.48
N 1.812 1.568 -1.064 -1.48 -1.07 1.13
O 2.188 1.610 1.117 -1.29 -0.18 0.96
N -1.378 0.850 0.723 -0.49 1.82 2.15
H -1.637 -1.619 1.414 0.47 0.36 -0.49
H -0.197 -1.880 2.369 0.56 0.74 -0.56
H 0.165 0.872 2.106 -0.44 -0.46 -0.13
H 0.402 -0.707 -0.463 0.03 0.28 -0.32
H 1.443 -0.991 0.904 0.04 0.64 -0.14
H 2.609 2.174 -1.191 -0.12 0.10 0.14
H 1.548 0.987 -1.844 0.41 -0.14 -0.76
H -1.527 1.834 1.042 0.93 -0.37 -0.70
H -1.024 -0.463 3.872 -0.22 0.23 0.38
H -2.355 0.540 0.841 -0.61 -1.28 -0.70
H 2.630 -0.112 2.207 0.61 1.39 0.47
H 3.965 -0.227 3.193 -0.67 0.64 -0.47
O 3.309 -0.639 2.618 0.22 -1.92 0.09
H 0.674 1.365 4.620 -0.43 -0.08 0.32
H 1.151 -0.057 4.827 -0.11 -0.03 0.38
O 0.386 0.512 5.004 0.43 -0.27 -0.81
H -4.585 -1.871 -0.956 -0.18 -0.52 0.28
H -3.246 -1.762 -1.514 0.21 -0.18 0.42
O -3.676 -2.087 -0.699 -0.28 0.54 -0.63
H -3.040 0.531 -2.883 -0.24 -0.09 -0.07
H -2.139 0.222 -1.749 0.18 0.00 0.18
O -2.617 -0.222 -2.450 -0.43 -0.11 -0.19
H -0.779 0.578 -4.825 0.52 -0.32 -0.47
H -1.301 -0.077 -3.627 0.84 -0.74 -0.05
O -0.514 -0.137 -4.227 -1.25 0.82 0.05
H 1.085 2.443 2.621 0.59 0.23 -0.04
H 0.556 3.698 3.328 0.05 0.06 0.20
O 0.699 2.754 3.450 -0.27 -0.01 -0.38
H 3.824 -2.253 0.374 0.14 -0.20 0.06
H 3.600 -2.243 -1.129 0.23 -0.25 0.02
O 3.658 -2.845 -0.374 -0.38 0.57 -0.01
H -0.527 2.292 -3.026 0.17 0.07 0.48
H -0.998 1.993 -1.545 0.62 0.48 -0.12
O -1.264 2.023 -2.466 -0.49 0.17 -0.13
H 1.157 -2.507 -4.254 0.06 0.06 -0.17
H 1.512 -2.432 -2.782 0.07 -0.19 -0.03
O 1.893 -2.319 -3.660 -0.08 -0.41 0.24
H 2.458 -0.567 -3.607 -0.66 0.12 -0.29
H 1.133 0.297 -3.755 0.49 -0.73 -0.29
O 2.083 0.326 -3.525 0.10 0.91 0.51
H -4.450 -0.471 0.539 0.16 -0.24 0.04
H -3.982 -0.364 2.003 -0.25 -0.05 0.05
O -4.211 0.162 1.224 0.72 0.38 0.12
```
Positions in Å, forces in eV/Å.

Values from the calculation:
* Kohn-Sham gap (alpha / beta): 0.397 / 0.186 Eh
* total charge: +1
* spin multiplicity: 2
* energy: -34256.91018 eV
* LUMO energy (alpha / beta): -0.1140 / -0.3241 Ha
* HOMO (alpha / beta): -13.89 / -13.88 eV
* energy relative to the best compared isomer or geometry (same formula, charge and spin): 41.7 kcal per mole

Results of the Mulliken charge analysis, in e, for atoms 1 through 8:
1 C -1.0810
2 O -0.4584
3 C 1.8692
4 C -0.6355
5 C 0.3010
6 N -0.1469
7 O -0.7181
8 N 0.0521

ORCA calculation (ωB97M-V/def2-TZVPD) on a 2-piece molecular cluster, C6H15NOS2 overall.

XYZ file:
```
25
Properties=species:S:1:pos:R:3:forces:R:3
C 4.198 2.010 0.630 0.40 0.20 -0.40
C 3.615 0.788 1.312 0.13 0.03 0.16
O 3.581 -0.299 0.736 0.26 0.51 0.27
N 3.150 0.947 2.592 -0.06 -0.22 -0.38
C 3.017 2.221 3.269 0.22 0.37 0.02
C 2.518 -0.174 3.259 0.05 -0.71 0.26
H 4.553 1.693 -0.365 -0.18 0.13 0.50
H 5.051 2.427 1.192 -0.29 -0.19 -0.17
H 3.443 2.804 0.498 0.46 -0.41 0.12
H 1.964 2.549 3.286 0.31 -0.09 0.06
H 3.370 2.118 4.309 -0.11 0.06 -0.34
H 3.619 2.998 2.769 -0.34 -0.40 0.32
H 2.737 -1.101 2.702 -0.06 0.51 0.27
H 2.912 -0.279 4.284 -0.08 0.10 -0.32
H 1.424 -0.046 3.313 0.47 0.02 0.06
C 0.547 -0.376 0.565 0.25 -0.50 -0.38
S -0.054 1.017 1.544 -0.29 0.09 -0.30
S 0.928 2.591 0.700 -0.54 0.02 -0.17
C -0.146 3.007 -0.692 -0.49 0.16 -0.46
H 0.093 -1.291 0.980 0.06 0.38 -0.10
H 1.644 -0.469 0.627 -0.68 0.02 0.00
H 0.260 -0.291 -0.497 -0.04 0.05 0.49
H -0.216 2.183 -1.422 0.15 0.31 0.36
H -1.163 3.265 -0.353 0.49 -0.10 -0.05
H 0.291 3.886 -1.195 -0.11 -0.33 0.21
```
Positions in Å, forces in eV/Å.

Values from the calculation:
* Kohn-Sham gap: 0.348 Eh
* energy: -31673.63868 eV
* LUMO energy: 0.0232 Ha
* HOMO: -8.83 eV
* SMILES string: CC(=O)N(C)C.CSSC
* energy relative to the best compared isomer or geometry (same formula, charge and spin): 19.2 kcal per mole

Results of the Mulliken charge analysis, in e, for atoms 1 through 8:
1 C -1.3574
2 C 0.9527
3 O -0.7108
4 N 0.1849
5 C -0.9679
6 C -0.9824
7 H 0.3123
8 H 0.3724

What is the energy in the fourth record?
-31673.63868 eV